(1)
Computed, not measured: a single C5H9NO2 molecule, with ωB97M-V with the def2-TZVPD basis set.

Each line ends with the Mulliken charge.
Geometry (Å):
C (1.397, 1.425, -0.290)  -1.043
C (0.358, 0.811, -1.329)  0.103
O (-0.937, 1.367, -1.174)  -0.576
C (0.201, -0.705, -1.318)  -0.449
C (0.231, -1.564, -0.298)  -0.242
N (0.289, -1.385, 1.089)  -0.096
C (-0.469, -0.568, 1.855)  -0.045
O (-1.267, 0.240, 1.385)  -0.595
H (1.244, 1.231, 0.780)  0.210
H (2.389, 1.027, -0.571)  0.317
H (1.461, 2.519, -0.444)  0.325
H (0.690, 1.156, -2.327)  0.374
H (-1.227, 1.086, -0.297)  0.512
H (0.021, -1.198, -2.259)  0.300
H (0.211, -2.634, -0.529)  0.324
H (0.891, -1.986, 1.658)  0.244
H (-0.375, -0.753, 2.954)  0.335

Its electronic energy is -10915.253 eV. As for the SMILES: C[C@H](O)/C=C\NC=O. For the HOMO-LUMO gap, the calculation gives 9.8 eV.

***

(2)
Computed, not measured: 5 unconnected molecules or ions with the total composition C19H51BO7P, with ωB97M-V with the def2-TZVPD basis set.

Each line ends with the Mulliken charge.
Geometry (Å):
C (3.728, -0.003, -4.983)  -0.860
C (3.720, -1.003, -4.102)  0.061
C (2.812, -2.192, -4.043)  -0.947
P (0.949, -2.052, -4.518)  -0.348
O (0.877, -0.671, -3.312)  -0.053
B (-0.027, 0.316, -3.354)  0.052
O (-0.620, 0.797, -2.177)  -0.140
O (-0.426, 0.987, -4.504)  -0.590
H (2.871, 0.273, -5.582)  0.257
H (4.620, 0.605, -5.107)  0.267
H (4.499, -0.970, -3.335)  0.284
H (2.765, -2.534, -3.003)  0.294
H (3.281, -3.003, -4.611)  0.420
H (0.631, -2.971, -3.426)  -0.049
H (-0.478, -1.889, -4.781)  0.044
H (1.247, -1.118, -5.610)  -0.086
H (1.008, -3.163, -5.458)  0.012
H (-0.397, 0.169, -1.485)  0.088
H (0.233, 0.838, -5.187)  0.252
C (1.557, 3.904, -3.559)  -0.677
C (2.883, 3.473, -2.961)  -0.286
O (3.997, 3.741, -3.798)  -0.391
C (4.274, 5.083, -4.116)  -0.339
C (4.618, 5.946, -2.912)  -1.030
H (1.435, 3.482, -4.557)  0.269
H (0.741, 3.548, -2.929)  -0.003
H (1.471, 4.992, -3.635)  0.336
H (2.893, 2.389, -2.844)  0.250
H (3.018, 3.908, -1.963)  0.279
H (3.442, 5.533, -4.674)  0.303
H (5.126, 5.041, -4.797)  0.333
H (3.766, 6.066, -2.242)  0.247
H (4.926, 6.941, -3.242)  0.394
H (5.435, 5.497, -2.345)  0.277
C (-1.757, 4.987, 1.538)  -1.093
C (-0.978, 4.905, 0.235)  -0.302
O (-0.410, 3.640, -0.018)  -0.437
C (-1.324, 2.556, -0.148)  0.537
C (-2.308, 2.710, -1.292)  -1.316
H (-1.135, 4.659, 2.374)  0.273
H (-2.071, 6.017, 1.719)  0.399
H (-2.652, 4.364, 1.518)  0.258
H (-0.130, 5.592, 0.268)  0.354
H (-1.612, 5.222, -0.603)  0.318
H (-1.852, 2.382, 0.796)  0.205
H (-0.698, 1.682, -0.327)  -0.188
H (-3.004, 3.537, -1.124)  0.392
H (-2.892, 1.796, -1.397)  0.421
H (-1.782, 2.886, -2.230)  0.249
C (-3.137, -2.496, 2.971)  -0.865
C (-2.734, -1.689, 1.750)  -0.397
O (-2.202, -0.411, 2.055)  -0.419
C (-1.027, -0.399, 2.846)  -0.324
C (0.152, -1.119, 2.215)  -0.985
H (-3.824, -1.924, 3.598)  0.279
H (-3.631, -3.418, 2.661)  0.412
H (-2.282, -2.779, 3.584)  0.123
H (-3.605, -1.485, 1.127)  0.333
H (-2.032, -2.262, 1.134)  0.315
H (-1.230, -0.804, 3.845)  0.316
H (-0.789, 0.658, 2.972)  0.368
H (-0.019, -2.193, 2.131)  0.274
H (1.044, -0.972, 2.826)  0.423
H (0.349, -0.730, 1.215)  0.150
C (-3.240, -5.562, 7.516)  -1.107
C (-3.313, -5.357, 6.013)  -0.364
O (-2.188, -4.697, 5.464)  -0.348
C (-0.941, -5.348, 5.631)  -0.307
C (-0.869, -6.723, 4.990)  -1.112
H (-3.055, -4.613, 8.021)  0.307
H (-4.184, -5.972, 7.879)  0.388
H (-2.448, -6.257, 7.799)  0.275
H (-4.158, -4.713, 5.767)  0.326
H (-3.485, -6.315, 5.508)  0.329
H (-0.674, -5.408, 6.693)  0.303
H (-0.217, -4.683, 5.159)  0.348
H (-1.532, -7.440, 5.478)  0.263
H (0.148, -7.111, 5.061)  0.400
H (-1.147, -6.667, 3.937)  0.300

Its electronic energy is -44828.031 eV. The net charge is -1. For the HOMO-LUMO gap, the calculation gives 5.8 eV.

***

(3)
Computed, not measured: a molecular structure, C18H48ClF6NO16S2Zr, with ωB97M-V with the def2-TZVPD basis set.

Each line ends with the Mulliken charge.
Geometry (Å):
Zr (-0.849, 1.175, 3.284)  1.569
Cl (0.734, 0.416, -0.063)  1.083
O (2.117, 0.092, 0.037)  -0.742
O (0.023, -0.842, 0.005)  -0.548
O (0.321, 1.128, 1.188)  0.739
O (0.355, 1.190, -1.187)  -0.411
C (2.534, 3.629, 2.029)  0.848
F (2.822, 2.513, 1.424)  -0.156
F (3.581, 4.225, 2.510)  -0.173
F (1.847, 4.432, 1.261)  -0.162
S (1.471, 3.166, 3.604)  0.440
O (1.398, 1.700, 3.772)  -0.550
O (1.922, 3.914, 4.702)  -0.420
N (-0.245, 3.158, 3.092)  -0.456
S (-0.611, 4.804, 3.122)  0.986
O (-1.537, 4.943, 4.197)  -0.641
O (0.462, 5.730, 3.057)  -0.492
C (-1.593, 5.097, 1.564)  0.615
F (-1.636, 6.366, 1.354)  -0.160
F (-1.048, 4.415, 0.553)  -0.097
F (-2.836, 4.631, 1.744)  -0.223
C (-3.372, -3.206, -0.986)  -1.358
C (-2.691, -2.805, 0.315)  0.792
O (-3.335, -1.598, 0.775)  -0.491
H (-3.303, -2.386, -1.706)  0.310
H (-4.432, -3.455, -0.899)  0.435
H (-2.889, -4.067, -1.455)  0.369
H (-1.661, -2.568, 0.077)  -0.376
H (-2.775, -3.621, 1.033)  0.111
H (-4.286, -1.714, 0.880)  0.226
C (2.716, -1.069, 3.201)  -0.624
C (1.560, -0.998, 4.166)  -0.393
O (0.281, -0.776, 3.444)  -0.046
H (2.505, -1.820, 2.433)  0.095
H (3.559, -1.488, 3.752)  0.517
H (2.908, -0.142, 2.672)  0.028
H (1.664, -0.243, 4.942)  0.489
H (1.478, -1.923, 4.742)  0.363
H (0.186, -1.680, 2.916)  0.183
C (0.898, -4.117, -1.377)  -0.781
C (2.238, -4.092, -0.677)  -0.296
O (2.281, -3.126, 0.394)  -0.507
H (0.071, -4.222, -0.666)  0.073
H (0.822, -5.053, -1.941)  0.522
H (0.712, -3.299, -2.072)  0.155
H (3.057, -3.849, -1.357)  0.167
H (2.477, -5.082, -0.294)  0.390
H (2.072, -2.272, -0.007)  0.096
C (0.904, -4.755, 3.499)  -1.157
C (-0.339, -3.994, 3.065)  -0.285
O (0.016, -2.938, 2.151)  0.169
H (1.263, -5.464, 2.750)  0.346
H (0.759, -5.339, 4.408)  0.389
H (1.748, -4.075, 3.644)  0.220
H (-0.802, -3.560, 3.952)  0.397
H (-1.034, -4.676, 2.574)  0.288
H (0.603, -3.259, 1.434)  -0.091
C (-3.521, -0.328, -5.187)  -1.227
C (-2.273, -0.121, -4.364)  -0.119
O (-2.611, 0.526, -3.119)  -0.477
H (-4.014, 0.647, -5.230)  0.291
H (-4.260, -0.951, -4.677)  0.291
H (-3.268, -0.764, -6.148)  0.377
H (-1.566, 0.541, -4.883)  0.366
H (-1.695, -1.044, -4.214)  0.239
H (-1.791, 0.606, -2.624)  0.188
C (-4.043, 2.063, 0.524)  -1.420
C (-2.641, 1.529, 0.575)  0.374
O (-2.417, 0.721, 1.810)  -0.305
H (-4.717, 1.319, 0.969)  0.384
H (-4.400, 2.151, -0.500)  0.409
H (-4.242, 2.951, 1.118)  0.276
H (-1.845, 2.265, 0.481)  -0.059
H (-2.462, 0.851, -0.261)  0.277
H (-2.867, -0.149, 1.568)  0.395
C (3.309, -1.386, -3.237)  -0.604
C (4.797, -1.712, -3.167)  -0.359
O (5.235, -2.398, -4.321)  -0.527
H (2.661, -2.263, -3.272)  0.183
H (3.079, -0.898, -4.190)  0.368
H (3.086, -0.683, -2.433)  0.118
H (4.934, -2.375, -2.305)  0.169
H (5.350, -0.782, -3.027)  0.359
H (5.919, -1.933, -4.805)  0.317
C (-0.354, 5.685, -3.382)  -1.198
C (0.429, 4.487, -2.881)  0.200
O (0.888, 4.640, -1.548)  -0.519
H (0.165, 6.575, -3.020)  0.304
H (-1.415, 5.656, -3.144)  0.273
H (-0.312, 5.774, -4.468)  0.388
H (1.184, 4.255, -3.640)  0.333
H (-0.215, 3.597, -2.929)  -0.035
H (0.802, 3.798, -1.099)  0.193

Its electronic energy is -105445.359 eV. The net charge is +2. For the HOMO-LUMO gap, the calculation gives 3.8 eV.